1.
ORCA calculation (ωB97M-V/def2-TZVPD) on one molecule with the formula C3H8N2 in a non-equilibrium geometry.

Geometry as XYZ:
```
13
Properties=species:S:1:pos:R:3:mulliken_charge:R:1
C -1.922 -0.761 0.565 -1.173
C -0.988 0.202 -0.136 -0.290
N 0.499 -0.285 0.197 -0.524
C 1.246 0.574 -0.333 0.055
N 2.698 0.405 -0.124 -0.494
H -2.966 -0.492 0.368 0.363
H -1.763 -1.787 0.220 0.305
H -1.764 -0.742 1.648 0.304
H -1.149 1.221 0.227 0.334
H -1.148 0.175 -1.218 0.323
H 1.048 1.460 -0.951 0.319
H 2.935 -0.365 0.496 0.256
H 3.274 0.394 -0.959 0.222
```

Values from the calculation:
HOMO	-9.241	eV
structure (SMILES)	CC/N=C/N
energy above the lowest of the compared OMol25 structures with the same formula, charge and spin	164.8	kJ/mol
molar mass	72.11	Da
HOMO-LUMO gap	10.465	eV

***

2.
ORCA calculation (ωB97M-V/def2-TZVPD) on C34H63AsNO7PSi4Y as an isolated structure in a non-equilibrium geometry.

Geometry as XYZ:
```
112
Properties=species:S:1:pos:R:3:mulliken_charge:R:1
Y 0.026 0.251 -0.193 -1.087
O -2.847 0.417 0.563 -0.355
C -2.906 -0.956 0.300 -0.676
C -1.605 -2.867 1.276 -1.378
N -0.426 -3.484 0.846 0.492
C -0.314 -3.960 -0.514 -1.622
C 0.328 -3.006 -1.567 0.571
O 0.721 -3.529 -2.608 -0.746
O 0.400 -1.780 -1.271 0.401
C 0.802 -3.274 1.591 -1.634
C 1.449 -1.863 1.787 0.477
O 2.568 -1.878 2.288 -0.830
O 0.793 -0.816 1.503 1.103
H -2.705 0.531 1.520 -0.048
H -1.881 -1.347 -1.527 -1.041
H -3.814 -1.399 0.768 0.468
H -2.486 -3.399 0.889 0.491
H -1.615 -2.892 2.376 0.246
H -1.310 -4.235 -0.878 0.306
H 0.288 -4.878 -0.514 0.408
H 1.575 -3.895 1.135 0.335
H 0.647 -3.648 2.614 0.394
C -3.749 -2.413 -1.619 -2.049
C -2.928 -1.180 -1.237 2.887
O -1.739 -1.461 0.931 0.719
C -3.353 0.078 -1.963 -0.422
C -4.659 0.293 -2.363 -0.711
C -5.023 1.422 -3.078 -1.050
C -4.048 2.344 -3.418 -0.523
C -2.742 2.158 -3.021 -0.856
C -2.349 1.044 -2.250 -0.131
O -1.110 0.920 -1.852 -0.057
H -3.217 -3.326 -1.360 0.406
H -3.920 -2.426 -2.692 0.467
H -4.715 -2.421 -1.116 0.466
H -5.417 -0.434 -2.105 0.363
H -6.052 1.563 -3.378 0.387
H -4.312 3.227 -3.985 0.429
H -1.982 2.874 -3.292 0.229
C 1.933 1.369 3.844 -0.369
Si 2.250 2.607 2.431 0.576
C 2.756 4.246 3.309 -1.279
C 3.843 1.922 1.616 -0.850
Si 0.526 2.718 0.774 0.700
Si 1.410 4.276 -0.832 0.194
C 3.253 3.957 -1.260 -0.321
C 0.454 4.112 -2.486 -0.766
C 1.391 6.149 -0.365 -1.240
Si -1.430 3.889 1.544 0.834
C -2.551 2.925 2.779 -0.818
C -1.199 5.586 2.436 -1.276
C -2.578 4.271 0.057 -0.888
H 2.694 1.418 4.620 0.527
H 1.941 0.363 3.434 0.062
H 0.964 1.540 4.305 -0.369
H 3.643 4.120 3.925 0.390
H 1.960 4.610 3.950 0.316
H 2.967 5.019 2.578 0.268
H 4.464 1.402 2.341 0.544
H 4.441 2.698 1.148 0.367
H 3.572 1.196 0.850 -0.233
H 3.465 2.893 -1.250 -0.413
H 3.916 4.427 -0.541 0.390
H 3.521 4.329 -2.246 0.463
H 0.305 3.056 -2.708 -0.176
H 0.970 4.563 -3.331 0.622
H -0.529 4.570 -2.417 0.290
H 1.773 6.288 0.642 0.259
H 0.387 6.560 -0.391 0.308
H 2.009 6.748 -1.030 0.389
H -2.930 3.565 3.571 0.539
H -1.985 2.121 3.245 -0.739
H -3.413 2.493 2.279 0.466
H -0.715 5.455 3.399 0.329
H -2.144 6.097 2.610 0.372
H -0.574 6.246 1.845 0.264
H -2.730 3.375 -0.538 -0.038
H -2.131 5.020 -0.589 0.257
H -3.558 4.638 0.352 0.454
C -0.250 -1.826 4.838 -1.350
As -1.193 -0.324 3.978 1.689
C -3.048 -1.040 4.140 -1.311
C -1.380 0.700 5.691 -1.385
H -0.504 -1.908 5.896 0.512
H 0.824 -1.676 4.744 0.243
H -0.494 -2.768 4.352 0.346
H -3.167 -1.628 5.050 0.475
H -3.328 -1.658 3.288 0.252
H -3.733 -0.193 4.189 0.389
H -1.750 0.067 6.498 0.469
H -2.076 1.529 5.573 0.371
H -0.418 1.113 5.988 0.418
C 1.959 -0.806 -3.625 -1.635
P 2.492 -0.298 -1.928 1.963
C 3.405 -1.816 -1.382 -1.836
C 3.959 0.683 -2.467 -0.039
C 5.164 0.624 -1.775 -0.136
C 6.268 1.330 -2.214 -0.779
C 6.186 2.131 -3.339 -0.514
C 4.976 2.240 -4.003 -0.745
C 3.872 1.536 -3.565 -0.211
H 1.181 -0.121 -3.962 0.231
H 1.534 -1.807 -3.563 0.577
H 2.798 -0.788 -4.324 0.568
H 4.367 -1.903 -1.889 0.563
H 2.800 -2.687 -1.617 0.517
H 3.554 -1.784 -0.303 0.343
H 5.244 0.012 -0.889 0.258
H 7.200 1.242 -1.676 0.419
H 7.056 2.666 -3.693 0.379
H 4.896 2.872 -4.875 0.431
H 2.932 1.649 -4.085 0.290
```

Values from the calculation:
HOMO	-4.999	eV
total charge	-1
energy above the lowest of the compared OMol25 structures with the same formula, charge and spin	214.0	kJ/mol
molar mass	905.02	Da
HOMO-LUMO gap	7.396	eV